{
  "formula": "C50H131N5O16",
  "method": "ωB97M-V with the def2-TZVPD basis set",
  "species": ["C", "C", "C", "O", "H", "H", "H", "H", "H", "H", "H", "H", "C", "C", "C", "O", "H", "H", "H", "H", "H", "H", "H", "H", "C", "C", "C", "O", "H", "H", "H", "H", "H", "H", "H", "H", "C", "C", "C", "O", "H", "H", "H", "H", "H", "H", "H", "H", "C", "C", "C", "O", "H", "H", "H", "H", "H", "H", "H", "H", "C", "C", "C", "O", "H", "H", "H", "H", "H", "H", "H", "H", "C", "C", "C", "O", "H", "H", "H", "H", "H", "H", "H", "H", "C", "C", "C", "O", "H", "H", "H", "H", "H", "H", "H", "H", "C", "O", "C", "C", "N", "C", "C", "O", "C", "H", "H", "H", "H", "H", "H", "H", "H", "H", "H", "H", "H", "H", "H", "H", "C", "O", "C", "C", "N", "C", "C", "O", "C", "H", "H", "H", "H", "H", "H", "H", "H", "H", "H", "H", "H", "H", "H", "H", "C", "O", "C", "C", "N", "C", "C", "O", "C", "H", "H", "H", "H", "H", "H", "H", "H", "H", "H", "H", "H", "H", "H", "H", "C", "C", "C", "O", "C", "N", "H", "H", "H", "H", "H", "H", "H", "H", "H", "H", "H", "C", "C", "C", "O", "C", "N", "H", "H", "H", "H", "H", "H", "H", "H", "H", "H", "H"],
  "coordinates": [[21.2154, 11.9749, -29.2382], [20.6729, 11.2902, -30.4728], [20.4913, 9.7888, -30.2629], [19.4190, 11.8906, -30.7792], [21.7491, 12.9079, -29.4325], [21.9867, 11.3427, -28.7830], [20.4857, 12.1569, -28.4482], [21.3714, 11.4523, -31.3039], [19.6551, 9.5824, -29.5901], [21.3762, 9.4053, -29.7446], [20.3324, 9.2028, -31.1665], [19.0526, 11.5330, -31.6122], [20.4373, 17.5631, -28.1055], [21.7815, 18.0837, -28.6219], [22.3008, 17.2807, -29.7969], [21.6728, 19.4456, -29.0382], [19.8844, 18.3583, -27.6077], [20.5603, 16.6736, -27.4885], [19.8297, 17.2749, -28.9706], [22.5099, 18.0211, -27.8018], [23.2169, 17.7218, -30.1878], [21.5880, 17.3501, -30.6257], [22.4043, 16.2374, -29.5043], [21.5732, 20.0013, -28.2601], [15.1053, 13.7294, -30.8562], [14.0992, 13.7382, -32.0056], [12.7959, 14.4561, -31.6951], [14.7393, 14.4371, -33.1118], [14.6963, 13.1744, -30.0033], [15.3150, 14.7287, -30.4726], [16.0037, 13.2116, -31.1909], [13.8906, 12.7157, -32.3267], [12.2034, 14.6462, -32.5870], [13.0282, 15.4532, -31.2949], [12.2923, 13.9248, -30.8841], [15.2702, 15.1870, -32.7825], [14.2860, 18.3021, -28.0437], [15.6232, 18.2211, -28.7077], [16.7074, 19.0716, -28.0403], [16.0613, 16.8385, -28.6263], [13.4819, 17.8048, -28.5807], [14.0104, 19.3591, -27.9191], [14.3121, 17.9565, -27.0068], [15.5957, 18.4773, -29.7732], [16.4914, 20.1374, -28.1601], [17.6677, 18.7959, -28.4724], [16.7277, 18.8604, -26.9690], [16.7892, 16.7161, -29.2642], [13.4293, 22.4303, -32.7277], [13.8825, 22.1993, -31.2988], [15.3716, 22.0112, -31.1544], [13.4470, 23.3345, -30.5114], [13.9278, 23.3189, -33.1286], [12.3611, 22.4833, -32.9091], [13.8421, 21.5959, -33.3146], [13.3098, 21.3701, -30.8737], [15.7520, 21.1411, -31.6905], [15.7391, 21.8793, -30.1346], [15.8877, 22.9107, -31.5110], [14.0380, 24.0673, -30.7202], [19.4929, 22.7617, -31.2403], [20.0184, 21.5005, -31.9255], [19.0252, 20.3560, -31.8835], [20.2167, 21.9103, -33.3008], [18.6835, 23.1496, -31.8542], [20.2988, 23.4632, -31.0554], [19.0384, 22.4468, -30.2952], [20.9859, 21.1693, -31.5396], [19.3739, 19.4956, -32.4610], [18.0576, 20.6104, -32.3295], [18.8130, 20.0645, -30.8523], [20.2609, 21.1118, -33.8380], [16.8859, 11.5084, -28.3809], [16.2600, 10.6504, -27.2934], [17.1059, 10.6675, -26.0072], [14.9551, 11.1396, -27.0187], [17.9123, 11.1934, -28.5902], [16.9181, 12.5656, -28.1109], [16.3265, 11.4084, -29.3117], [16.2160, 9.6095, -27.6120], [17.5502, 11.6611, -25.8835], [17.9581, 9.9976, -26.1312], [16.4698, 10.4411, -25.1566], [14.9957, 11.9858, -26.5657], [12.1598, 13.4289, -37.3149], [12.9432, 14.1810, -36.2410], [12.1392, 15.3966, -35.7775], [13.1554, 13.3090, -35.1493], [11.8699, 14.1098, -38.1128], [11.2840, 12.9722, -36.8453], [12.7262, 12.5973, -37.7373], [13.8694, 14.5101, -36.7294], [11.7378, 15.9853, -36.6055], [12.7224, 16.0461, -35.1233], [11.2568, 15.0114, -35.2566], [13.6347, 13.8169, -34.4686], [10.7020, 19.0722, -35.0030], [11.7281, 19.0334, -35.9692], [12.4107, 20.2591, -36.0687], [13.6565, 20.0943, -36.9102], [14.5116, 19.0706, -36.3365], [15.6051, 18.7291, -37.2185], [16.5861, 17.7553, -36.5971], [15.9406, 16.5150, -36.4691], [16.6464, 15.6058, -35.6543], [9.8365, 19.6867, -35.2605], [11.0620, 19.4558, -34.0361], [10.4363, 18.0270, -34.8335], [12.7398, 20.6192, -35.0799], [11.7678, 21.0614, -36.4584], [14.1977, 21.0449, -36.8512], [13.4042, 19.9289, -37.9676], [13.9913, 18.2526, -36.0466], [16.1671, 19.6171, -37.5286], [15.2530, 18.2979, -38.1706], [17.0111, 18.1724, -35.6755], [17.4285, 17.6761, -37.3037], [17.5947, 15.2864, -36.1035], [16.0608, 14.6875, -35.5959], [16.8417, 15.9922, -34.6503], [20.0679, 9.1215, -36.8931], [19.3228, 8.4238, -35.9107], [18.4484, 9.2664, -35.1837], [19.1822, 10.0172, -34.0712], [18.3259, 10.9847, -33.3946], [18.1925, 12.2702, -34.0870], [19.4600, 13.1151, -33.9369], [19.3843, 14.1353, -34.9095], [20.4781, 15.0304, -34.8634], [20.7653, 8.3906, -37.3019], [20.6257, 9.9512, -36.4511], [19.4442, 9.4755, -37.7207], [17.6846, 8.6321, -34.7250], [17.8821, 9.9182, -35.8618], [20.0261, 10.5748, -34.4648], [19.5192, 9.2472, -33.3773], [17.3990, 10.6713, -33.1402], [17.3566, 12.8123, -33.6429], [17.9859, 12.2087, -35.1639], [20.4034, 12.5623, -34.0044], [19.4326, 13.5588, -32.9307], [20.6700, 15.3709, -33.8397], [20.2250, 15.8485, -35.5356], [21.3936, 14.5514, -35.2352], [12.0753, 18.5043, -31.1913], [13.4752, 18.3561, -31.3280], [13.8417, 18.1662, -32.6863], [15.3456, 18.2129, -32.7873], [15.9562, 16.9940, -32.2393], [17.4118, 17.1224, -32.2040], [18.0562, 15.8491, -31.7191], [18.0290, 15.8991, -30.3038], [18.5927, 14.7357, -29.7164], [11.8369, 18.3255, -30.1427], [11.4984, 17.8070, -31.8061], [11.8100, 19.5402, -31.4348], [13.4592, 18.9916, -33.3005], [13.5014, 17.1842, -33.0353], [15.6828, 19.1074, -32.2493], [15.5845, 18.2721, -33.8517], [15.5877, 16.9092, -31.2901], [17.7545, 17.9748, -31.6045], [17.7036, 17.3316, -33.2392], [19.0647, 15.6190, -32.0844], [17.4347, 15.0207, -32.0974], [18.4342, 14.8462, -28.6425], [19.6410, 14.5967, -29.9810], [18.0120, 13.8512, -29.9905], [10.8524, 19.5035, -26.2854], [10.5642, 20.1700, -27.6210], [9.5037, 19.4666, -28.4325], [9.8564, 18.0953, -28.5488], [8.8446, 17.3507, -29.1626], [10.1123, 21.5443, -27.3415], [11.7351, 19.9485, -25.8213], [11.1572, 18.4639, -26.4373], [9.9908, 19.5067, -25.6199], [11.5245, 20.2251, -28.1556], [9.3557, 19.8658, -29.4418], [8.5611, 19.5457, -27.8742], [8.7466, 17.6313, -30.2275], [7.8470, 17.4679, -28.7255], [9.1174, 16.2962, -29.1939], [9.9427, 22.0728, -28.1883], [10.7997, 22.0259, -26.7797], [8.2979, 22.2006, -36.1719], [8.6566, 23.1136, -35.0113], [9.6155, 22.4555, -34.0433], [9.0432, 21.2983, -33.4507], [9.3045, 21.2735, -32.0573], [9.2442, 24.3614, -35.5046], [9.2080, 21.8725, -36.6811], [7.6410, 22.6926, -36.8875], [7.8297, 21.2860, -35.8038], [7.7485, 23.3756, -34.4477], [9.9422, 23.2294, -33.3331], [10.5715, 22.1493, -34.4953], [8.8112, 22.1116, -31.5566], [10.3606, 21.2067, -31.7741], [8.8453, 20.3457, -31.7012], [8.6240, 24.9212, -36.0752], [9.4525, 24.9570, -34.7062]],
  "lowdin_charge": [-0.0585, -0.4820, -0.0469, -0.0963, 0.0703, 0.0766, 0.0802, 0.1343, 0.0770, 0.0762, 0.0599, 0.0470, -0.0468, -0.4936, -0.0536, -0.0578, 0.0703, 0.0839, 0.0603, 0.1328, 0.0800, 0.0759, 0.0781, 0.0876, -0.0442, -0.4327, -0.0366, -0.1163, 0.0854, 0.0730, 0.0680, 0.1392, 0.0723, 0.0713, 0.0872, 0.0399, -0.0512, -0.4730, -0.0414, -0.0747, 0.0701, 0.0805, 0.0900, 0.1112, 0.0720, 0.0546, 0.0851, 0.0345, -0.0426, -0.4719, -0.0487, -0.0638, 0.0907, 0.0555, 0.0689, 0.1241, 0.0515, 0.0795, 0.0853, 0.0796, -0.0459, -0.4659, -0.0715, -0.0688, 0.0760, 0.0770, 0.0753, 0.1299, 0.0732, 0.0744, 0.0751, 0.0759, -0.0655, -0.4856, -0.0576, -0.0541, 0.0616, 0.0785, 0.0707, 0.1351, 0.0753, 0.0760, 0.0768, 0.0886, -0.0611, -0.5019, -0.0563, -0.0576, 0.0761, 0.0816, 0.0747, 0.1236, 0.0771, 0.0597, 0.0853, 0.0342, -0.0930, -0.1799, -0.2411, -0.2089, -0.0462, -0.2212, -0.2448, -0.1741, -0.0897, 0.0745, 0.0720, 0.0911, 0.0950, 0.1201, 0.1229, 0.1221, 0.1006, 0.1224, 0.1251, 0.1117, 0.1242, 0.0808, 0.0842, 0.0675, -0.1039, -0.1840, -0.2217, -0.1837, -0.0700, -0.1690, -0.2228, -0.2119, -0.0966, 0.0897, 0.0791, 0.0900, 0.1258, 0.1205, 0.0986, 0.1119, 0.1231, 0.1145, 0.1218, 0.1206, 0.0997, 0.0791, 0.0872, 0.0899, -0.0905, -0.1987, -0.2041, -0.1731, -0.0391, -0.1868, -0.1928, -0.2348, -0.0822, 0.0704, 0.0957, 0.0660, 0.1114, 0.1159, 0.1017, 0.1034, 0.0977, 0.1038, 0.1097, 0.1106, 0.1112, 0.0983, 0.0854, 0.0635, -0.0603, -0.4410, -0.2004, -0.2064, -0.1220, 0.0339, 0.0770, 0.0744, 0.0839, 0.1231, 0.1075, 0.1330, 0.0845, 0.0899, 0.0897, 0.0655, 0.0692, -0.0558, -0.4428, -0.2276, -0.1891, -0.1086, 0.0287, 0.0736, 0.0756, 0.0770, 0.1402, 0.1200, 0.1110, 0.0961, 0.0681, 0.0810, 0.0702, 0.0683],
  "molar_mass_g_mol": 1058.62,
  "gap_ev": 9.09
}